60
Properties=species:S:1:pos:R:3:forces:R:3 method="wB97M-V/def2-TZVPD" e_above_lowest_ev=1.1948 e_tot_ha=-1965.0261 e_homo_ev=-8.28
In -0.23967 -0.52424 -0.58351 -0.5557 -0.5764 -0.0519
C -0.66001 1.30470 2.78302 0.1024 -0.2047 0.0905
C -0.70340 -0.20492 2.94588 -0.2264 0.1322 0.0643
O 0.35399 -0.86317 2.25608 0.2198 0.0780 -0.2705
C 1.61091 -0.70387 2.91322 0.0974 0.0750 0.0753
C 2.70996 -0.27659 1.96391 -0.1482 0.0327 -0.0935
O 2.21899 0.79549 1.17262 0.0825 -0.0272 0.0436
C 3.19044 1.34791 0.29819 -0.1924 -0.0211 0.0615
C 2.60135 2.61093 -0.29486 0.0453 -0.0745 0.0470
O 1.26787 2.39427 -0.74123 -0.0802 -0.1859 -0.1509
C 0.33146 3.27773 -0.14776 -0.1063 -0.0076 0.1089
C 0.04532 2.94882 1.29853 0.0487 0.2055 -0.1353
O -0.57754 1.68665 1.41468 0.0831 -0.2002 -0.0123
H 0.21464 1.70664 3.30753 -0.0365 0.0290 -0.0112
H -1.56027 1.72827 3.24092 -0.0037 0.0325 -0.0042
H -1.62402 -0.60601 2.54522 -0.0102 -0.0392 0.0972
H -0.66154 -0.42879 4.01744 0.0562 -0.0207 -0.0103
H 1.89970 -1.65353 3.37180 -0.0372 -0.0107 0.0375
H 1.50946 0.03887 3.70793 0.0033 -0.0171 -0.0050
H 3.01449 -1.10314 1.32828 0.0638 -0.0594 -0.1645
H 3.57779 0.05383 2.54827 -0.0135 -0.0460 0.0523
H 3.44833 0.62721 -0.47640 0.0198 -0.1438 -0.0583
H 4.10220 1.61506 0.84707 0.0212 -0.0467 -0.0057
H 3.21820 2.92193 -1.14226 -0.0272 0.0755 -0.0051
H 2.60997 3.40828 0.45243 0.0414 0.0093 -0.0272
H -0.58511 3.21617 -0.72909 0.0017 0.0112 -0.0849
H 0.69943 4.30793 -0.20253 -0.0247 0.0212 -0.0209
H -0.60229 3.72985 1.71698 -0.0136 0.0096 0.0029
H 0.98643 2.94664 1.85977 -0.0586 -0.0253 0.0539
O -3.79236 0.42293 1.14212 0.2293 -0.0974 -0.1262
C -2.85667 0.19172 0.40158 -0.3526 0.1630 0.1050
O -1.99535 -0.75978 0.55015 0.5613 0.2074 -0.2519
C -2.68944 1.07554 -0.83335 -0.0599 0.0894 0.0800
C -3.75376 1.90601 -1.22183 -0.0261 0.0585 -0.0614
C -3.60540 2.68422 -2.33094 -0.0053 -0.0891 0.0557
C -2.42172 2.60020 -3.09982 0.2364 -0.1380 0.1174
C -2.20782 3.35808 -4.27243 -0.0140 0.0166 -0.0845
C -1.06022 3.20584 -4.99687 -0.0982 0.0400 -0.0225
C -0.09256 2.26055 -4.60330 0.0548 -0.0891 0.0308
C -0.26112 1.52327 -3.46631 0.0180 0.0265 0.1735
C -1.40857 1.70859 -2.66877 -0.2222 0.2494 -0.2566
N -1.56354 1.02457 -1.50167 0.4283 -0.1112 0.3232
H -4.65096 1.89074 -0.62235 0.0114 0.0282 0.0182
H -4.39755 3.35074 -2.64962 0.0056 0.0068 -0.0132
H -2.97805 4.04946 -4.59176 0.0171 0.0109 0.0095
H -0.89687 3.79373 -5.89010 -0.0268 -0.0165 -0.0088
H 0.78517 2.11122 -5.21817 0.0074 -0.0081 0.0285
H 0.46522 0.77811 -3.16710 0.1096 0.0324 -0.0003
N 0.15095 -3.54028 -2.51449 -0.0874 -0.1607 0.0306
C -1.06335 -2.91373 -2.60961 -0.4204 0.3795 -0.0834
N -2.12053 -3.40100 -3.22903 0.3556 -0.2389 -0.0514
N -3.05578 -2.44800 -3.09200 -0.0466 0.1981 0.1253
N -2.60134 -1.45126 -2.42535 -0.1709 0.0350 -0.1095
N -1.30638 -1.70224 -2.10276 0.1230 -0.3831 -0.0697
C 1.25339 -2.99768 -1.93781 0.3993 0.1435 0.1418
N 2.45036 -3.54416 -2.05270 -0.2800 -0.1034 -0.1404
N 3.28025 -2.73918 -1.37829 0.0051 0.2070 0.1321
N 2.65107 -1.75236 -0.87115 0.2530 0.2796 0.2539
N 1.33305 -1.86750 -1.18822 -0.3980 0.2726 0.0159
H 0.27815 -4.39418 -3.03129 0.0410 -0.0138 0.0150